11
Properties=species:S:1:pos:R:3 method="wB97M-V/def2-TZVPD" relative_energy_kj_mol=108.8 gap_ev=7.752 total_energy_ha=-1097.26699 lumo_energy_ev=3.54 charge=-1 homo_energy_ev=-4.212
C -2.321 -1.251 -0.133
C -3.598 0.619 0.238
C -0.024 -0.008 -0.057
N -3.342 -0.662 0.322
N -1.183 0.143 -0.881
O -4.587 1.175 0.590
S -1.709 -2.774 -0.193
S -2.132 1.528 -0.616
H 0.070 -0.964 0.382
H 0.788 0.053 -0.827
H 0.192 0.690 0.682

79
Properties=species:S:1:pos:R:3 method="wB97M-V/def2-TZVPD" relative_energy_kj_mol=128.7 gap_ev=7.523 total_energy_ha=-3951.79301 lumo_energy_ev=2.12 charge=-1 homo_energy_ev=-5.403
Y -0.281 -1.216 -2.393
N -3.731 -2.917 -2.685
C -3.240 -1.651 -2.803
S -2.297 -1.271 -4.226
N -3.365 -0.842 -1.785
N -2.458 0.162 -1.780
C -2.715 1.317 -1.265
C -4.014 1.716 -0.682
C -4.594 0.910 0.308
C -5.821 1.318 0.833
C -6.515 2.341 0.264
C -5.874 3.228 -0.610
C -4.625 2.919 -1.044
C -1.643 2.306 -1.231
C -1.543 3.292 -0.221
C -0.338 3.959 -0.175
C 0.628 3.811 -1.125
C 0.435 2.907 -2.125
N -0.675 2.138 -2.163
H -3.316 -3.562 -3.337
H -3.851 -3.295 -1.772
H -4.148 -0.005 0.650
H -6.341 0.734 1.602
H -7.553 2.573 0.663
H -6.353 4.172 -0.957
H -4.113 3.568 -1.722
H -2.297 3.358 0.587
H -0.159 4.682 0.612
H 1.510 4.405 -0.977
H 1.136 2.784 -2.882
O -0.927 -2.570 -0.404
S -0.996 -3.882 -1.039
O -2.158 -4.659 -0.644
O -0.788 -3.699 -2.466
C 0.397 -4.849 -0.535
C 0.052 -6.180 -0.446
C 1.048 -7.174 -0.410
C 2.362 -6.745 -0.508
C 2.681 -5.399 -0.529
C 1.714 -4.453 -0.521
S 2.311 -2.750 -0.380
O 1.662 -2.138 -1.605
O 3.735 -2.763 -0.509
O 1.774 -2.207 0.842
H -1.003 -6.395 -0.431
H 0.817 -8.231 -0.285
H 3.238 -7.437 -0.516
H 3.713 -5.134 -0.673
Cl 1.132 -0.905 -6.634
C 1.889 0.492 -5.951
C 1.814 0.499 -4.399
O 2.662 1.162 -3.854
O 0.824 -0.167 -3.918
H 1.375 1.393 -6.248
H 2.931 0.584 -6.248
N 3.464 1.264 3.407
C 3.615 2.009 4.573
C 4.683 2.318 5.386
C 4.441 3.206 6.451
C 3.143 3.642 6.738
C 2.054 3.297 5.950
C 2.287 2.481 4.876
N 1.390 1.979 3.939
C 2.121 1.297 3.152
C 1.576 0.715 1.939
C 2.238 0.934 0.764
C 1.626 0.627 -0.401
N 0.403 0.130 -0.468
C -0.221 -0.126 0.685
C 0.280 0.215 1.938
H 4.066 0.562 3.000
H 5.689 1.992 5.146
H 5.284 3.525 7.108
H 2.942 4.220 7.611
H 0.969 3.598 6.071
H 3.226 1.315 0.769
H 2.117 0.850 -1.335
H -1.228 -0.533 0.611
H -0.273 0.248 2.843

6
Properties=species:S:1:pos:R:3 method="wB97M-V/def2-TZVPD" relative_energy_kj_mol=0.0 gap_ev=5.254 total_energy_ha=-505.91538 lumo_energy_ev=-17.35 charge=+2 homo_energy_ev=-22.601
Al 0.132 1.855 -1.594
O -0.217 -1.191 0.957
C -0.217 -0.139 0.149
O 0.807 0.472 -0.017
O -1.241 0.307 -0.414
H 0.736 -1.304 0.919